Here is a molecular structure, C57H43I4N4O4RbS in a non-equilibrium geometry from OMol25. Energies are from wB97M-V/def2-TZVPD.

Geometry as XYZ:
```
114
Properties=species:S:1:pos:R:3:mulliken_charge:R:1
C -0.44584 2.92123 -3.49373 -1.26
H -6.88754 -0.74734 -1.54195 0.39
H 4.52579 3.35631 0.19665 0.11
N 1.81270 -2.04974 0.00412 -0.74
H -4.13865 3.63498 7.76192 0.37
H 5.53553 -0.02422 1.61479 0.42
H 1.28580 1.41887 3.63625 0.09
H -2.67251 -3.61803 1.84102 0.32
C 2.59299 6.05217 -3.68579 -0.69
C -2.09551 -4.52915 1.76080 -0.23
H 3.91622 4.43336 -6.36103 0.37
C 2.16507 4.94184 -2.96267 -0.04
C -2.68518 -5.71548 2.15724 -0.78
C 3.22113 5.85154 -4.90261 0.06
C -1.62179 2.29373 -3.32849 -1.59
H -1.73791 -1.49445 2.59608 0.90
C 4.90537 3.46106 2.34059 -1.09
C 3.90269 0.00308 -1.02592 0.31
C -1.00616 -2.05115 0.60545 0.43
C -2.68855 2.63857 5.72911 0.80
C 6.13342 -0.77172 1.10333 0.29
H -3.02972 2.42887 8.45734 0.33
H -1.19660 3.49984 4.51209 0.52
C -1.67224 -1.32467 1.53010 -0.56
H 4.77781 2.78703 -2.57626 0.48
H 2.76207 2.23059 4.13067 0.37
C -1.98082 -6.90720 2.06045 -0.09
N 2.69267 0.48935 -1.39745 -0.54
H 2.17534 -4.72082 1.96073 0.58
C -1.97590 -0.47871 -0.64051 -0.41
C -4.08329 0.92933 4.77470 -1.54
Rb 0.74729 0.22751 0.45309 2.09
H 5.87411 3.93126 2.16307 0.41
C 4.11353 -1.22518 -0.29050 1.28
H 3.58884 4.62011 1.02076 0.55
C 4.31142 1.93056 -2.10753 -1.38
C 7.45160 -1.00317 1.47604 -0.76
C 2.31989 -3.87444 1.30604 -1.33
C -3.94507 0.31719 2.43574 1.07
C 8.17730 -1.96958 0.79525 0.02
C 1.73574 2.39588 3.80664 -0.95
C -2.37020 0.34901 -1.80207 -0.93
H 3.15222 2.47980 -5.03737 0.49
H 4.46285 3.91313 3.23154 0.25
C -3.69076 0.16849 -2.37244 1.05
H 4.47897 -3.59037 1.33600 0.46
H -0.23229 3.75062 -4.15345 0.39
I 10.17455 -2.33463 1.34694 0.00
C -5.10497 -0.62308 2.51830 -0.82
I 3.87572 7.51491 -6.01049 0.00
H -1.52632 0.68963 0.98814 -0.22
C 1.26043 -3.07006 0.66395 -0.16
C 2.34969 3.64586 -3.43915 -0.81
H 8.19704 -3.44711 -0.76314 0.35
O -2.31849 3.42751 6.76902 -0.45
N -1.18876 -1.49879 -0.70884 -0.39
C -3.75311 1.67159 5.84705 -0.79
C -3.09152 3.39692 7.95698 -0.91
C -1.39701 1.21606 -2.33437 -0.03
C -6.25190 -0.21052 -3.51948 -0.10
H -0.16140 -7.83849 1.39407 0.34
C -3.92899 0.32238 -3.76070 -0.80
O -1.54096 2.08327 2.41658 -0.52
C 3.49686 -3.28641 1.00431 -0.97
C -2.26605 1.97502 3.40039 0.77
C 7.61771 -2.69926 -0.23887 -0.65
C -3.42716 1.03735 3.49037 0.07
H -2.67044 4.15612 8.61004 0.26
C 3.43014 4.57641 -5.40522 -0.64
C -2.00212 2.78161 4.57791 -0.42
O 3.16540 1.19171 1.71463 -0.74
H -5.72201 -0.48303 1.63159 0.20
C -0.15199 -3.23522 0.83094 -0.63
H 2.43819 7.05241 -3.30330 0.33
H 5.83854 -3.00922 -1.40320 0.46
C 0.52603 2.23072 -2.63490 0.08
H -4.29364 1.53353 6.77003 0.39
C -6.05825 -0.43825 -2.16600 -0.66
H -2.56381 2.54813 -3.78967 0.63
S 2.60871 2.46604 1.15741 0.55
H 6.00235 0.73492 -1.32017 0.38
C 1.67319 3.25171 2.55005 -0.88
H 1.66468 5.07660 -2.01075 0.49
C 6.29489 -2.45073 -0.59454 -0.02
I -2.85966 -8.70886 2.69560 -0.06
C -4.80250 -0.25603 -1.61156 -0.07
C 1.87346 2.46787 -2.65477 1.00
C -0.12085 -5.72061 1.11476 -0.63
N -0.12122 1.24819 -1.91639 0.01
H 2.07650 4.25231 2.71788 0.54
H 5.06658 2.40111 2.53834 0.14
H -5.72325 -0.54778 3.40490 0.52
C 2.91383 1.65032 -2.05424 0.79
H 0.64303 3.34073 2.20204 0.46
C -0.69931 -6.90769 1.52400 -0.73
C 4.93937 0.87811 -1.45672 -1.25
H -4.67475 -0.42294 -0.55060 -0.04
H -3.09127 0.53900 -4.40843 0.63
H 0.84601 -5.75989 0.63227 0.59
I -8.16052 -0.46519 -4.36385 -0.05
C -2.22147 -0.13480 0.82368 1.26
C 2.99599 3.48468 -4.66355 0.07
H 1.18209 2.88472 4.61177 0.38
O -3.52961 0.37209 1.18388 -0.02
H -3.69603 -5.70978 2.54639 0.36
C -5.18305 0.15883 -4.32407 -0.72
C -0.76854 -4.45852 1.24980 0.91
H 7.90037 -0.44282 2.28500 0.37
H -4.89471 0.22994 4.89674 0.18
H -4.68874 -1.63379 2.45621 0.07
C 3.18504 -2.12464 0.16945 0.36
C 4.01117 3.61768 1.12286 -0.48
H -5.31692 0.28436 -5.39107 0.34
C 5.53667 -1.49522 0.07232 -0.92
```

Computed properties:
HOMO-LUMO gap ... 3.3515 eV
Net charge ... -2

Here is 2 unconnected molecules or ions with the total composition C3H10N2 in a non-equilibrium geometry from OMol25. Energies are from wB97M-V/def2-TZVPD.

Geometry as XYZ:
```
15
Properties=species:S:1:pos:R:3:nbo_charge:R:1
C -1.55937 2.27215 1.43311 0.28
H -2.60745 2.93802 0.02980 0.34
H 1.58776 -2.45110 -2.91013 0.21
H 0.73539 -3.40843 -1.62853 0.21
H 2.18018 -0.62161 -1.07318 0.21
H 0.51311 -0.84013 -2.07864 0.20
H 0.66298 -1.21431 -0.32502 0.20
C 1.24223 -1.25702 -1.20959 -0.61
H -0.81512 1.76234 0.83020 0.13
N -1.24735 1.94060 2.74232 -0.81
H -0.55286 1.30482 2.94681 0.38
H -1.67169 2.36776 3.54039 0.39
N -2.61148 2.90555 0.98725 -0.72
C 1.58320 -2.64890 -1.81007 -0.62
H 2.56048 -3.04973 -1.47473 0.21
```

Computed properties:
SMILES string ... [H]/N=C/N.CC
HOMO-LUMO gap ... 10.0803 eV
Net charge ... 0

Here is a molecular structure, C3H12AlO7P in a non-equilibrium geometry from OMol25. Energies are from wB97M-V/def2-TZVPD.

Geometry as XYZ:
```
24
Properties=species:S:1:pos:R:3:nbo_charge:R:1
H 1.78337 3.87767 -1.23961 0.18
O 1.81199 -0.72854 0.73987 -0.73
H -1.04654 -1.14071 3.33241 0.18
C -1.95342 -1.47716 2.83468 -0.25
H -2.24900 -2.40516 3.33796 0.17
H -2.77115 -0.77765 3.03209 0.17
H 1.10952 3.26188 0.29161 0.18
O -3.64509 -0.49654 -4.21602 -0.83
O -1.71836 -1.69755 1.46468 -0.75
C 1.87355 3.11222 -0.46893 -0.25
O -2.20230 -1.31781 -2.38997 -0.90
H -2.44877 -2.15097 1.03216 0.49
H 2.83057 3.20346 0.05114 0.17
O 1.72873 1.80360 -1.00699 -0.74
H 3.14287 -0.93753 -0.80551 0.18
H 3.87195 -0.25074 0.66696 0.17
H 3.46135 -1.96665 0.57661 0.17
O -4.45378 -0.51074 -1.76201 -0.77
H 2.46842 1.60272 -1.58601 0.48
Al -0.69149 0.11813 -0.61218 0.92
H 1.82153 -0.94278 1.67861 0.47
P -3.31353 -0.26064 -2.73741 2.39
C 3.13497 -0.96283 0.28372 -0.25
O -2.54540 1.04433 -2.49787 -0.85
```

Computed properties:
HOMO-LUMO gap ... 5.3369 eV
Net charge ... 0

Here is 2 unconnected molecules or ions with the total composition C11H21FNO2 in a non-equilibrium geometry from OMol25. Energies are from wB97M-V/def2-TZVPD.

Geometry as XYZ:
```
36
Properties=species:S:1:pos:R:3:nbo_charge:R:1
O -1.20932 -1.77270 1.24050 -0.55
C -0.50958 -1.46733 0.06642 -0.16
H -1.44160 2.23599 -2.00287 0.25
H 0.06949 -2.33981 -0.28983 0.23
C -1.12742 1.48076 -0.04681 0.29
H -2.78138 -2.72417 2.04163 0.22
H 2.47460 -1.92997 0.39636 0.22
H 1.21227 -0.09966 -1.61824 0.25
H 2.98044 -1.69534 -1.28219 0.23
H 4.56979 -0.01692 -0.53294 0.23
C 2.60647 0.98029 -0.25273 -0.41
C -0.22701 2.38175 0.37066 0.10
H -3.69581 1.61642 -1.30031 0.23
H -3.23019 0.54604 -2.62099 0.23
H 3.95778 -0.13183 1.11772 0.22
H -0.66413 2.33966 2.23194 0.50
H 0.40017 2.90690 -0.33253 0.21
H 2.34980 1.64399 0.56826 0.21
H -0.05879 -0.49052 2.27364 0.45
C 3.66931 -0.08338 0.07011 -0.40
H -1.19034 -1.19666 -0.75177 0.22
C -3.01499 0.82371 -1.59281 -0.60
H -2.99417 -2.31660 0.32466 0.18
C -2.28612 -2.67496 1.07614 -0.25
F -1.90844 0.90266 0.90640 -0.35
C 2.70000 -1.18765 -0.36460 -0.37
H 2.85907 1.59173 -1.11405 0.24
H -0.91206 0.56753 -1.97974 0.20
O 0.06853 2.61433 1.66081 -0.66
H -3.20787 -0.03797 -0.95901 0.20
C 0.48664 -0.38253 0.36337 0.52
H 1.33209 0.53417 1.97221 0.43
C 1.57873 -0.11562 -0.59281 -0.33
N 0.63898 -0.12078 1.63399 -0.69
C -1.56338 1.28840 -1.47563 -0.47
H -1.93155 -3.66991 0.79501 0.19
```

Computed properties:
HOMO-LUMO gap ... 8.9690 eV
Net charge ... +1

Computed energy (Eh) in order:
-4330.835715; -229.766751; -1231.816967; -736.531199